Record 1
161
Properties=species:S:1:pos:R:3 method="wB97M-V/def2-TZVPD" orbital_gap_ha=0.2469 homo_ev=-5.23 total_charge=-1
C 4.02795 4.21427 -2.50477
C 3.15023 3.05300 -2.99434
Al 2.34333 1.90236 -1.54635
C 1.06936 0.55995 -2.36262
C -0.17760 0.34399 -1.50545
C -0.96926 -0.93759 -1.78742
C -1.65997 -1.07670 -3.16084
C -3.12557 -0.67468 -3.14330
C -3.32488 0.69364 -2.51269
C -4.61313 1.42754 -2.82884
C -4.72209 2.70081 -1.98299
C -5.36142 3.88759 -2.68151
C -4.49938 4.62402 -3.74097
C -2.97821 4.62235 -3.52521
C -2.18831 3.57184 -4.30147
O -1.43354 4.22775 -5.31080
C -0.43143 3.40907 -5.86953
P 1.24254 3.30558 0.08112
O 1.68037 2.92269 1.48430
B 3.80674 0.85982 -0.32850
O 3.76727 -0.51155 -0.02524
O 4.90225 1.52305 0.24888
C 6.08802 1.30933 -0.52261
H 4.77248 3.87565 -1.77646
H 4.58689 4.69867 -3.31379
H 3.42366 4.97139 -2.00084
H 2.34596 3.47825 -3.60865
H 3.73248 2.42179 -3.67584
H 1.61740 -0.38826 -2.43496
H 0.80270 0.88201 -3.37494
H -0.81671 1.22782 -1.56525
H 0.13809 0.28935 -0.45209
H -1.75526 -1.03731 -1.02622
H -0.28358 -1.77780 -1.64578
H -1.62485 -2.12965 -3.40855
H -1.14658 -0.54805 -3.96833
H -3.45698 -0.57920 -4.18310
H -3.72236 -1.44318 -2.64024
H -2.52191 1.33190 -2.89304
H -3.18262 0.65948 -1.42824
H -4.57799 1.72188 -3.88480
H -5.49039 0.79306 -2.68677
H -5.31666 2.47582 -1.08693
H -3.72965 2.96560 -1.61510
H -5.65990 4.61603 -1.91978
H -6.29406 3.55706 -3.15309
H -4.84163 5.66356 -3.73441
H -4.72163 4.24440 -4.74122
H -2.58465 5.58472 -3.86253
H -2.71798 4.54617 -2.47556
H -2.84803 2.83117 -4.77204
H -1.49625 3.04278 -3.63435
H -0.17389 3.82170 -6.84365
H -0.77414 2.37630 -6.01014
H 0.45359 3.38418 -5.22451
H 1.50947 4.68788 -0.11273
H -0.17853 3.32220 0.01707
H 3.26971 -0.64077 0.78637
H 6.32600 0.24070 -0.54366
H 6.89994 1.85692 -0.04547
H 5.93585 1.66682 -1.54484
C -1.52209 -6.95960 -4.07328
C -0.63342 -6.02699 -3.26525
O -1.07314 -4.75944 -3.67997
C -2.35897 -4.85013 -4.09268
O -3.04606 -3.90697 -4.27925
O -2.69621 -6.15316 -4.26942
F 0.67616 -6.17336 -3.59415
H -1.06934 -7.15921 -5.04347
H -1.76713 -7.89343 -3.58159
H -0.72410 -6.07366 -2.18271
C -4.18475 0.69018 1.02551
C -5.37545 -0.18879 1.36247
O -5.15137 -1.32703 0.55160
C -3.81468 -1.43034 0.31351
O -3.26807 -2.37671 -0.14415
O -3.19265 -0.28496 0.68633
F -6.55728 0.37711 1.02755
H -4.39818 1.30936 0.15268
H -3.84189 1.31000 1.84810
H -5.42781 -0.50432 2.40589
C 0.04762 -10.12965 -7.47273
C 0.77727 -11.33486 -6.90838
O 1.23282 -10.85296 -5.66079
C 0.39794 -9.85540 -5.25124
O 0.36585 -9.39993 -4.16018
O -0.39364 -9.47220 -6.28241
F 1.83614 -11.70622 -7.66446
H 0.74054 -9.48353 -8.01265
H -0.80052 -10.37775 -8.10303
H 0.14795 -12.21046 -6.74091
C -0.31526 -1.47945 2.37664
C -0.33204 -2.50332 1.26041
O 0.35252 -3.59918 1.86341
C 0.19176 -3.53335 3.19632
O 0.44779 -4.39870 3.97489
O -0.30299 -2.32183 3.54648
F 0.36605 -2.08518 0.18199
H 0.60081 -0.89262 2.34573
H -1.17837 -0.82266 2.38032
H -1.32366 -2.82789 0.94959
C 3.22245 -3.28583 -1.73546
C 3.73612 -4.42569 -0.87477
O 2.57732 -4.81027 -0.15377
C 1.49038 -4.47049 -0.89598
O 0.37782 -4.83517 -0.69075
O 1.84934 -3.65603 -1.90313
F 4.69932 -4.04486 -0.00377
H 3.28552 -2.33876 -1.20304
H 3.70947 -3.19431 -2.70046
H 4.10107 -5.28895 -1.43469
C -4.05659 8.41219 -0.43943
C -4.99049 7.76079 0.56402
O -4.69515 6.39154 0.40457
C -3.40794 6.27897 -0.05176
O -2.78155 5.27890 -0.06854
O -2.96727 7.49092 -0.47213
F -6.29799 7.98017 0.27808
H -4.52966 8.45750 -1.42161
H -3.70894 9.39824 -0.14645
H -4.81301 8.04503 1.60267
C 1.99827 -2.35930 6.25316
C 2.09916 -3.20160 7.50779
O 1.84311 -2.24938 8.53291
C 1.08671 -1.25533 8.00269
O 0.51221 -0.42998 8.64024
O 1.06697 -1.34380 6.66353
F 3.32773 -3.73424 7.69415
H 2.95698 -1.89674 6.01677
H 1.61831 -2.90144 5.39393
H 1.35951 -3.99987 7.57664
C 6.62641 1.46669 3.05197
C 7.89031 2.30197 3.06228
O 8.19485 2.38332 4.44322
C 7.66415 1.28524 5.05863
O 7.93669 0.93936 6.16095
O 6.81172 0.65921 4.22766
F 7.71188 3.55117 2.57165
H 5.73784 2.08634 3.16760
H 6.51519 0.84866 2.16787
H 8.73780 1.84972 2.54337
C 2.27123 1.61579 4.29012
C 1.34119 0.98174 5.30476
O 1.58233 -0.40196 5.11844
C 2.84828 -0.55279 4.62376
O 3.42064 -1.59191 4.57073
O 3.32949 0.63618 4.22721
F 0.03140 1.23753 5.07046
H 1.80515 1.71937 3.30427
H 2.66655 2.57928 4.59406
H 1.55429 1.23312 6.34567
C -1.28436 2.08612 8.10491
C -0.66149 3.44913 7.87807
O -1.76247 4.21749 7.42569
C -2.90436 3.66423 7.92474
O -3.96690 4.19046 7.92400
O -2.63914 2.43978 8.42707
F 0.29995 3.44183 6.92554
H -1.26646 1.49811 7.18754
H -0.83161 1.51507 8.90588
H -0.25317 3.91695 8.77542

---

Record 2
128
Properties=species:S:1:pos:R:3 method="wB97M-V/def2-TZVPD" e_above_lowest_kj_mol=19.53 orbital_gap_ha="0.1349 / 0.1362" homo_ev="-11.89 / -11.90" total_charge=+2
Ir 0.55880 -0.30402 0.09492
C 1.78420 1.53205 3.72030
C 1.11781 0.52271 3.10034
N 0.19808 0.75310 2.06508
C 0.15167 2.12247 1.67825
C 0.84032 3.08590 2.37831
N 1.64359 2.82958 3.39902
C -0.55310 2.38562 0.44041
C -1.33614 3.48925 0.15244
C -1.98255 3.58022 -1.10485
C -1.68332 2.59414 -2.03754
C -0.84529 1.51876 -1.70565
N -0.34231 1.41334 -0.45699
C -0.42670 0.45401 -2.55788
C -0.61733 0.41800 -3.95263
N -0.20867 -0.56031 -4.70913
C 0.42843 -1.57626 -4.10263
C 0.66160 -1.57756 -2.74887
N 0.25253 -0.58629 -1.94442
C -2.95149 4.65223 -1.39658
C -3.20887 5.67739 -0.47827
C -4.13678 6.66018 -0.78667
N -4.79674 6.67675 -1.92484
C -4.58469 5.72297 -2.80709
C -3.68474 4.69212 -2.58985
H 2.46880 1.33713 4.53016
H 1.17716 -0.49860 3.44023
H 0.76607 4.12200 2.08190
H -1.46911 4.24488 0.90607
H -2.08887 2.62762 -3.03290
H -1.11052 1.23483 -4.46217
H 0.74378 -2.38545 -4.74116
H 1.18120 -2.38834 -2.26721
H -2.69986 5.74161 0.46819
H -4.35659 7.45991 -0.09136
H -5.15821 5.78371 -3.72167
H -3.57302 3.94487 -3.35708
C -1.61901 1.40440 4.30792
Si -1.51284 0.28650 2.77320
C -2.90499 0.81594 1.59677
C -1.54231 -1.54859 3.19362
C -2.37756 -1.84042 4.27812
C -2.60554 -3.13608 4.69442
C -2.00649 -4.17841 4.00930
C -1.17798 -3.90309 2.93796
C -0.91964 -2.60047 2.51085
Si 0.43224 -2.47005 1.13324
C 1.95584 -3.08184 2.18350
C -0.00958 -3.92276 -0.06526
H -2.60603 1.32270 4.75264
H -1.47275 2.45497 4.06484
H -0.89759 1.14244 5.07847
H -3.82528 0.36504 1.95788
H -2.76240 0.49121 0.56732
H -3.05199 1.89263 1.60779
H -2.85333 -1.03564 4.81665
H -3.24275 -3.33151 5.54285
H -2.17341 -5.19843 4.31886
H -0.71299 -4.72965 2.42587
H 1.91743 -4.15841 2.31723
H 1.94033 -2.65306 3.18060
H 2.90630 -2.83012 1.72133
H 0.40109 -4.86191 0.28609
H 0.35044 -3.76925 -1.07391
H -1.08842 -4.03605 -0.11109
C 2.93983 1.05872 -3.61833
Si 3.63699 1.27759 -1.85382
C 5.54228 1.39506 -1.91310
C 2.86501 2.82779 -1.04512
Ge 2.97967 -0.68170 -0.31585
Si 4.10486 -2.91509 -1.56049
C 3.75197 -4.42351 -0.44706
C 3.41289 -3.24644 -3.31706
C 5.98565 -2.62078 -1.71918
Si 4.79479 -0.20908 1.70826
C 6.49825 -0.85124 1.12942
C 4.76844 1.68663 1.92604
C 4.43093 -1.02731 3.39671
H 3.48137 1.68526 -4.32104
H 1.89634 1.35123 -3.67342
H 3.01719 0.03677 -3.97422
H 5.83218 2.33193 -2.37935
H 5.97091 0.59784 -2.51094
H 6.00112 1.36568 -0.93110
H 3.30974 3.73456 -1.44526
H 3.00354 2.84358 0.03112
H 1.79929 2.87765 -1.24409
H 2.69822 -4.53529 -0.22193
H 4.29572 -4.37677 0.49006
H 4.07654 -5.32425 -0.96102
H 2.51880 -3.86103 -3.29675
H 4.15490 -3.79526 -3.89094
H 3.18900 -2.34091 -3.86965
H 6.51184 -2.84953 -0.80033
H 6.24101 -1.60964 -2.01475
H 6.38171 -3.28635 -2.48103
H 6.72515 -0.62466 0.09568
H 6.58185 -1.92420 1.26737
H 7.27133 -0.39192 1.73913
H 5.17054 2.22106 1.07348
H 5.37505 1.95182 2.78722
H 3.76958 2.06108 2.11982
H 4.62631 -2.09416 3.39108
H 3.41464 -0.87277 3.73726
H 5.09133 -0.58512 4.13943
C -3.91421 -2.57165 0.01160
As -2.66629 -1.60926 -1.16097
C -2.49984 -2.92283 -2.61829
C -3.99349 -0.34882 -2.00913
C -4.98550 -1.07570 -2.82707
C -4.76544 -1.28642 -4.18907
C -5.67687 -1.98979 -4.94980
C -6.81837 -2.51262 -4.36052
C -7.06633 -2.28511 -3.01424
C -6.15747 -1.57208 -2.25646
H -4.68642 -3.05194 -0.58299
H -4.38250 -1.87777 0.70917
H -3.40114 -3.33134 0.59902
H -3.45671 -3.40601 -2.79987
H -1.76346 -3.68332 -2.37103
H -2.18139 -2.42796 -3.53399
H -3.43457 0.36611 -2.61564
H -4.47154 0.18306 -1.18431
H -3.87459 -0.88360 -4.65271
H -5.49756 -2.13336 -6.00447
H -7.51318 -3.08761 -4.95097
H -7.96822 -2.66561 -2.55774
H -6.36018 -1.37778 -1.21140

---

Record 3
130
Properties=species:S:1:pos:R:3 method="wB97M-V/def2-TZVPD" e_above_lowest_kj_mol=151.40 orbital_gap_ha=0.3463 homo_ev=-9.02
C 1.02377 2.47056 -1.50576
C -0.13532 1.43396 -1.28122
O 0.11535 1.01475 0.03725
S -0.66144 -0.34048 0.50878
C -0.84037 0.05969 2.29493
O -1.99834 -0.44341 -0.11206
O 0.20293 -1.50171 0.46326
H 0.98702 2.91619 -2.49982
H 2.02507 2.08725 -1.30936
H 0.88425 3.26918 -0.77716
H -1.00550 2.08885 -1.32586
H -0.20305 0.74609 -2.12404
H -0.14863 0.84932 2.58832
H -0.65052 -0.85574 2.85533
H -1.86531 0.42647 2.35037
C -4.44335 -3.73370 4.94062
C -5.45284 -3.49685 3.75552
O -5.54037 -2.07234 3.57384
S -4.37364 -1.32332 2.65753
C -5.12736 -1.70611 0.88661
O -4.50504 0.10560 2.86820
O -3.16677 -2.14058 2.67651
H -5.00231 -3.66589 5.87394
H -3.64210 -2.99543 4.97294
H -4.01287 -4.73478 4.91534
H -5.23464 -3.83058 2.74107
H -6.43243 -3.89013 4.02724
H -5.07363 -2.77220 0.66599
H -4.48479 -1.07372 0.27399
H -6.13871 -1.34583 0.69832
F 4.68979 -1.83361 5.63497
C 3.51507 -1.27978 5.67925
C 2.43490 -1.87425 5.05201
C 1.10456 -1.31798 5.15473
C 1.03192 0.06454 5.53382
C 2.17534 0.72049 6.10447
C 3.36987 0.02287 6.19512
H 2.61773 -2.90513 4.78693
H 0.26937 -1.89233 4.78194
H 0.14260 0.66962 5.43688
H 2.05155 1.74798 6.41324
H 4.14796 0.55212 6.72510
F 4.46246 -8.19956 -0.48393
C 3.76015 -7.11455 -0.58267
C 2.48578 -7.14615 -1.13949
C 1.69681 -5.90715 -1.29515
C 2.16649 -4.68920 -0.80194
C 3.51591 -4.62658 -0.31009
C 4.23959 -5.84795 -0.16761
H 2.07051 -8.06917 -1.51629
H 0.68808 -5.98257 -1.67353
H 1.59795 -3.77625 -0.90037
H 4.06165 -3.71442 -0.11892
H 5.23857 -5.97272 0.22337
F -0.17863 5.36605 -3.53275
C 1.07517 5.26356 -3.95629
C 2.08845 5.81020 -3.24226
C 3.35885 5.86313 -3.82252
C 3.61486 5.11208 -4.98041
C 2.59487 4.49086 -5.59860
C 1.28440 4.52222 -5.08449
H 1.72961 6.50856 -2.50069
H 4.14445 6.46285 -3.38714
H 4.64353 4.97914 -5.28133
H 2.85096 3.89584 -6.46276
H 0.52628 3.97689 -5.62696
F 2.85354 -3.05357 -6.60655
C 2.43889 -1.80680 -6.25684
C 1.57601 -1.66274 -5.19181
C 1.18086 -0.33217 -4.72330
C 1.75791 0.74613 -5.30902
C 2.55945 0.65693 -6.43996
C 2.92492 -0.68086 -6.86821
H 1.04609 -2.50676 -4.77563
H 0.48181 -0.19586 -3.91141
H 1.34830 1.66723 -4.92147
H 2.80082 1.54714 -7.00180
H 3.52958 -0.83857 -7.74907
C 0.23108 4.40265 2.14758
C 0.07471 5.06303 3.51796
C -0.51595 3.89001 4.29868
O -1.35094 3.19889 3.30189
C -1.06083 3.60114 1.98790
H 1.11491 3.77370 2.25419
H 0.24088 5.16486 1.36846
H -0.65604 5.86938 3.45548
H 1.03763 5.43175 3.87144
H -1.08032 4.24079 5.16270
H 0.24526 3.16641 4.59036
H -1.88126 4.25419 1.69037
H -1.01592 2.74509 1.31465
C -3.96204 3.44765 -0.66411
C -4.12711 2.28790 0.31364
C -5.53393 2.48137 0.82076
O -5.67410 3.97355 0.87542
C -4.69887 4.63292 0.02544
H -4.51502 3.25330 -1.58310
H -2.93081 3.70746 -0.90320
H -3.35872 2.33516 1.08529
H -3.94170 1.24078 0.07433
H -5.78568 2.11175 1.81480
H -6.22809 1.99872 0.13280
H -4.00963 5.28425 0.56286
H -5.16493 5.32387 -0.67704
C -3.08282 -3.16830 -2.41965
C -3.22784 -4.35705 -3.33279
C -1.83392 -4.45959 -4.05489
O -1.18204 -3.32482 -3.65186
C -1.63730 -2.93867 -2.30945
H -3.59502 -3.19242 -1.45779
H -3.41650 -2.22735 -2.85711
H -3.95260 -4.02846 -4.07767
H -3.37918 -5.30977 -2.82532
H -1.81787 -4.63146 -5.13114
H -1.06734 -5.13251 -3.67068
H -1.12173 -2.03148 -1.99436
H -1.17576 -3.76818 -1.77373
C 3.50435 0.74331 1.15106
C 3.45175 -0.73484 0.96784
C 4.94238 -1.15595 1.07525
O 5.55890 -0.11577 1.77809
C 4.62117 0.87085 2.23055
H 2.53626 1.13143 1.46771
H 3.83830 1.25087 0.24609
H 2.95940 -0.96832 0.02382
H 2.81124 -1.34536 1.60433
H 5.39152 -0.98533 0.09684
H 5.02282 -2.20750 1.35070
H 5.09048 1.84856 2.33976
H 4.44371 0.39211 3.19357